[1]
84
Properties=species:S:1:pos:R:3 method="wB97M-V/def2-TZVPD" charge=0 homo_energy_ev=-8.577 spin_multiplicity=1 e_lumo_ev=0.3537
N 1.690 0.396 4.940
P 1.356 -0.669 3.873
C -0.060 -1.822 4.197
Br 0.621 -3.111 5.455
I -0.644 -2.810 2.383
O -1.135 -1.213 4.875
C -2.171 -0.575 4.285
O -3.297 -0.802 4.562
I -1.662 0.920 2.881
H 1.096 0.411 5.759
H 1.115 -0.210 2.581
H 2.319 -1.646 3.606
C -4.414 -1.395 1.485
C -5.018 -1.009 0.156
O -4.372 -1.026 -0.879
N -6.329 -0.643 0.149
C -7.239 -0.560 1.270
H -3.368 -1.626 1.315
H -4.478 -0.578 2.205
H -4.923 -2.261 1.911
H -6.675 -0.398 -0.766
H -8.093 -1.229 1.144
H -7.618 0.454 1.405
H -6.722 -0.845 2.181
C 1.161 3.157 -1.475
C 0.296 3.381 -0.255
O 0.759 3.338 0.874
N -1.021 3.646 -0.466
C -1.721 3.731 -1.735
H 2.173 2.971 -1.127
H 0.813 2.296 -2.049
H 1.163 4.023 -2.137
H -1.542 3.820 0.379
H -2.131 4.729 -1.898
H -2.539 3.012 -1.791
H -1.041 3.515 -2.550
C 2.936 -6.378 8.688
C 2.678 -5.811 7.311
O 1.586 -5.365 6.997
N 3.707 -5.809 6.426
C 5.058 -6.285 6.621
H 2.013 -6.298 9.253
H 3.237 -7.425 8.636
H 3.723 -5.825 9.201
H 3.467 -5.414 5.529
H 5.787 -5.483 6.492
H 5.305 -7.086 5.921
H 5.165 -6.676 7.628
C 2.664 7.549 -2.876
C 3.009 6.177 -3.409
O 2.156 5.439 -3.880
N 4.305 5.783 -3.334
C 5.435 6.513 -2.801
H 1.596 7.694 -3.010
H 2.908 7.634 -1.817
H 3.204 8.330 -3.412
H 4.467 4.855 -3.694
H 6.202 6.673 -3.561
H 5.889 5.986 -1.961
H 5.107 7.485 -2.447
C -0.872 0.819 -5.484
C -1.214 2.292 -5.421
O -2.252 2.681 -4.907
N -0.319 3.158 -5.955
C 0.946 2.861 -6.589
H -1.686 0.274 -5.015
H -0.755 0.480 -6.514
H 0.057 0.608 -4.952
H -0.583 4.127 -5.857
H 1.770 3.315 -6.040
H 0.970 3.221 -7.620
H 1.099 1.786 -6.607
C -2.325 -3.282 -1.873
C -0.861 -3.554 -1.616
O -0.207 -2.880 -0.835
N -0.280 -4.582 -2.291
C -0.888 -5.478 -3.250
H -2.635 -2.423 -1.285
H -2.503 -3.055 -2.926
H -2.937 -4.147 -1.611
H 0.697 -4.706 -2.075
H -0.837 -6.517 -2.917
H -0.405 -5.410 -4.226
H -1.934 -5.218 -3.375

---

[2]
66
Properties=species:S:1:pos:R:3 method="wB97M-V/def2-TZVPD" charge=+2 homo_energy_ev="-14.663 / -14.544" spin_multiplicity=2 s2=0.7560 e_lumo_ev="-6.5656 / -7.6508"
Re 1.023 0.088 1.960
C 3.606 -2.423 0.739
C 3.802 -2.019 2.203
C 5.047 -1.155 2.361
C 2.558 -1.413 2.826
C 1.278 -2.011 2.659
C 0.137 -1.534 3.326
C 0.174 -0.355 4.065
C -1.024 0.226 4.748
C 1.424 0.323 4.130
C 2.612 -0.231 3.572
H 4.518 -2.893 0.373
H 3.408 -1.547 0.120
H 2.794 -3.138 0.599
H 3.953 -2.945 2.773
H 4.944 -0.208 1.824
H 5.903 -1.678 1.939
H 5.279 -0.944 3.405
H 1.207 -2.916 2.070
H -0.811 -2.050 3.231
H -1.084 -0.165 5.766
H -1.948 -0.038 4.234
H -0.953 1.311 4.812
H 1.495 1.259 4.667
H 3.533 0.316 3.695
Se -1.032 0.427 0.520
P 0.375 1.404 -1.105
Se 2.203 1.132 0.160
C 0.392 0.439 -2.606
C 1.278 -0.641 -2.678
C 1.313 -1.420 -3.822
C 0.471 -1.127 -4.887
C -0.429 -0.071 -4.804
C -0.483 0.711 -3.663
C -0.058 3.118 -1.295
C -0.212 3.845 -0.108
C -0.550 5.183 -0.161
C -0.722 5.804 -1.394
C -0.546 5.092 -2.571
C -0.214 3.747 -2.533
H 1.951 -0.857 -1.858
H 2.005 -2.248 -3.887
H 0.512 -1.727 -5.786
H -1.097 0.142 -5.628
H -1.227 1.492 -3.590
H -0.057 3.371 0.855
H -0.670 5.747 0.754
H -0.981 6.854 -1.435
H -0.658 5.586 -3.527
H -0.036 3.220 -3.458
C -4.385 -0.731 0.593
Si -3.352 -1.371 -0.826
C -3.521 -0.291 -2.337
C -3.669 -3.172 -1.193
C -1.522 -1.315 -0.247
H -5.441 -0.731 0.311
H -4.125 0.295 0.864
H -4.289 -1.360 1.481
H -4.549 -0.338 -2.703
H -2.863 -0.622 -3.142
H -3.305 0.759 -2.118
H -4.690 -3.304 -1.560
H -3.560 -3.793 -0.302
H -2.990 -3.553 -1.959
H -0.787 -1.541 -1.022
H -1.354 -2.016 0.574

---

[3]
79
Properties=species:S:1:pos:R:3 method="wB97M-V/def2-TZVPD" charge=+1 homo_energy_ev="-9.789 / -9.802" spin_multiplicity=2 s2=0.7862 e_lumo_ev="-4.6314 / -3.8503"
V 1.118 -0.474 0.534
O 0.309 1.513 2.038
C -0.489 2.436 1.241
C -0.253 2.038 -0.223
O -0.455 2.619 -1.221
O 0.245 0.717 -0.244
C -1.971 2.131 1.519
C -2.817 3.082 2.079
C -4.149 2.778 2.335
C -4.656 1.526 2.029
C -3.827 0.579 1.443
C -2.499 0.882 1.184
C -0.063 3.855 1.574
C 0.051 4.165 2.933
C 0.453 5.427 3.338
C 0.751 6.396 2.388
C 0.650 6.090 1.042
C 0.247 4.826 0.629
H 1.094 1.996 2.332
H -2.453 4.073 2.311
H -4.791 3.535 2.767
H -5.695 1.295 2.225
H -4.211 -0.396 1.172
H -1.901 0.124 0.688
H -0.190 3.417 3.679
H 0.528 5.654 4.393
H 1.061 7.385 2.700
H 0.890 6.838 0.296
H 0.169 4.615 -0.426
O 2.820 -0.024 1.874
C 4.064 -0.779 1.871
C 3.836 -2.166 2.423
C 2.648 -2.900 1.767
C 1.372 -2.647 2.521
C 0.938 -3.517 3.500
C -0.205 -3.228 4.224
C -0.875 -2.040 3.984
C -0.399 -1.203 3.002
N 0.690 -1.507 2.266
H 3.004 0.835 1.419
H 4.782 -0.239 2.484
H 4.444 -0.829 0.851
H 3.681 -2.114 3.502
H 4.753 -2.730 2.252
H 2.826 -3.974 1.762
H 2.553 -2.617 0.712
H 1.498 -4.425 3.680
H -0.569 -3.924 4.969
H -1.759 -1.760 4.539
H -0.883 -0.263 2.787
O 2.983 1.745 -0.032
C 3.125 0.879 -0.895
C 3.917 1.014 -2.166
C 3.743 -0.331 -2.867
C 2.948 -1.180 -1.896
O 2.681 -2.339 -2.009
N 2.585 -0.386 -0.773
H 4.953 1.225 -1.902
H 3.547 1.870 -2.729
H 4.682 -0.832 -3.090
H 3.178 -0.267 -3.797
S -0.268 -5.092 -5.211
C -0.524 -4.116 -3.925
S 0.436 -4.195 -2.481
C -0.411 -2.836 -1.827
N -1.329 -2.366 -2.591
N -1.415 -3.075 -3.752
C -2.496 -2.694 -4.627
C -3.152 -3.632 -5.405
C -4.214 -3.220 -6.200
C -4.617 -1.894 -6.216
C -3.947 -0.965 -5.431
C -2.884 -1.360 -4.637
S -0.266 -2.254 -0.176
H -2.847 -4.666 -5.397
H -4.728 -3.952 -6.809
H -5.447 -1.585 -6.838
H -4.249 0.074 -5.437
H -2.356 -0.642 -4.027

---

[4]
12
Properties=species:S:1:pos:R:3 method="wB97M-V/def2-TZVPD" charge=0 homo_energy_ev="-8.220 / -8.265" spin_multiplicity=1 e_lumo_ev="-0.4421 / -0.4439"
C 0.594 0.162 0.286
C -0.022 -1.016 -0.174
C 1.933 0.149 0.316
N -1.248 -1.269 -0.514
N -2.295 -0.588 -0.724
N -4.513 0.449 -0.127
S -3.105 -0.038 0.478
H 0.027 0.885 0.845
H 0.604 -1.874 -0.253
H 2.503 -0.753 -0.057
H 2.586 0.874 0.665
H -5.079 0.601 0.654

---

[5]
17
Properties=species:S:1:pos:R:3 method="wB97M-V/def2-TZVPD" charge=0 homo_energy_ev=-8.583 spin_multiplicity=1 e_lumo_ev=1.0040
C 1.906 -0.767 -0.473
C 0.790 0.238 -0.503
C -0.179 0.164 -1.412
C -1.729 0.446 0.645
C -1.717 -0.861 0.925
O -0.815 1.453 0.783
C 0.584 1.204 0.644
H 2.351 -0.751 -1.470
H 1.561 -1.793 -0.269
H 2.679 -0.506 0.255
H -0.917 0.954 -1.472
H -0.417 -0.765 -1.925
H -2.604 0.833 0.126
H -0.856 -1.486 1.153
H -2.684 -1.362 0.889
H 1.027 2.203 0.527
H 1.017 0.801 1.576

---

[6]
26
Properties=species:S:1:pos:R:3 method="wB97M-V/def2-TZVPD" charge=0 homo_energy_ev=-9.117 spin_multiplicity=1 e_lumo_ev=1.0143
C -2.522 -0.064 -0.169
C -2.321 -0.052 1.356
C -3.451 0.955 -0.848
H -2.872 -1.062 -0.415
H -1.535 -0.026 -0.620
H -2.602 -0.992 1.815
H -1.302 0.245 1.593
H -3.066 1.136 -1.846
H -3.031 0.653 1.818
H -3.430 1.919 -0.336
H -4.464 0.570 -0.937
C 3.118 -2.121 0.141
C 1.054 1.592 -0.334
C 1.331 0.821 -1.448
C 1.484 1.207 0.923
C 2.020 -0.374 -1.280
C 2.142 -0.008 1.075
C 2.416 -0.812 -0.023
H 0.439 2.477 -0.412
H 0.914 1.092 -2.403
H 1.191 1.731 1.818
H 2.170 -1.005 -2.151
H 2.373 -0.404 2.051
H 2.690 -2.917 -0.462
H 3.064 -2.472 1.166
H 4.191 -2.088 -0.071

---

[7]
23
Properties=species:S:1:pos:R:3 method="wB97M-V/def2-TZVPD" charge=+1 homo_energy_ev="-12.924 / -12.924" spin_multiplicity=1 e_lumo_ev="-4.5617 / -4.5619"
C -1.196 1.004 -0.554
C 0.068 -1.004 -0.636
C -2.399 0.506 -0.344
C -1.878 -1.648 0.640
C 3.703 0.333 1.263
N -0.057 0.259 -0.843
N -0.860 -1.757 -0.021
N -2.806 -1.688 1.345
N -3.591 1.007 -0.207
O -4.407 0.545 0.584
O -4.036 1.739 -1.251
O 3.614 -1.363 -0.814
O 2.602 0.997 -0.939
S 3.872 0.312 -0.582
H -1.079 1.977 -0.121
H 0.889 -1.562 -1.008
H 3.160 1.361 1.415
H 3.144 -0.489 1.756
H 4.687 0.489 1.827
H 0.719 0.867 -1.065
H 4.265 -1.943 -1.191
H -5.032 1.805 -1.388
H -3.380 -1.747 2.135

---

[8]
11
Properties=species:S:1:pos:R:3 method="wB97M-V/def2-TZVPD" charge=+1 homo_energy_ev="-11.997 / -11.989" spin_multiplicity=2 s2=0.7531 e_lumo_ev="-6.7004 / -6.9695"
O 0.804 2.048 0.131
C 1.935 1.586 -0.170
O 1.769 0.171 -0.117
C 2.855 -0.822 -0.213
O 3.984 -0.369 -0.327
O 2.395 -1.959 -0.138
Y -0.448 0.323 0.281
C -3.751 0.197 0.265
O -4.818 -0.370 0.160
O -2.598 -0.335 0.150
Li -3.715 -2.078 -0.315

---

[9]
113
Properties=species:S:1:pos:R:3 method="wB97M-V/def2-TZVPD" charge=0 homo_energy_ev=-8.876 spin_multiplicity=1 e_lumo_ev=0.2641
C 4.402 3.075 1.823
C 3.375 2.030 1.332
C 2.611 2.678 0.160
C 2.474 1.678 2.512
C 1.388 0.599 2.276
C 1.887 -0.635 1.512
C 0.080 1.163 1.678
O -0.072 0.839 0.288
P -1.345 1.572 -0.478
C -1.131 3.415 -0.381
C -2.174 4.096 0.565
C -1.676 5.378 1.211
F -0.974 6.143 0.344
Br -3.262 6.425 1.749
C -0.800 5.207 2.477
F 0.382 4.690 2.089
F -0.524 6.402 3.012
Br -1.601 4.109 3.854
H 4.940 3.520 0.985
H 3.828 3.897 2.266
H 5.093 2.666 2.559
H 3.912 1.162 0.946
H 1.990 1.971 -0.388
H 2.042 3.522 0.556
H 3.339 3.085 -0.547
H 1.975 2.560 2.926
H 3.122 1.301 3.313
H 1.108 0.243 3.272
H 2.529 -0.398 0.668
H 1.068 -1.290 1.215
H 2.494 -1.224 2.209
H 0.026 2.243 1.852
H -0.763 0.722 2.227
H -2.454 1.273 0.363
H -0.128 3.641 -0.013
H -1.191 3.814 -1.391
H -3.043 4.363 -0.037
H -2.516 3.375 1.302
C -9.181 1.753 -0.948
C -8.403 2.885 -0.312
O -6.990 2.630 -0.310
C -6.378 2.796 -1.480
O -6.886 3.157 -2.508
O -5.087 2.497 -1.314
C -4.307 2.563 -2.512
H -8.942 0.806 -0.461
H -10.252 1.935 -0.860
H -8.936 1.652 -2.004
H -8.679 2.984 0.736
H -8.607 3.838 -0.800
H -4.413 3.532 -2.997
H -4.594 1.767 -3.197
H -3.275 2.417 -2.206
C 0.184 -7.313 -1.570
C 1.106 -6.505 -0.682
O 1.101 -5.112 -1.026
C 0.030 -4.428 -0.624
O -0.893 -4.863 0.013
O 0.165 -3.169 -1.041
C -0.951 -2.327 -0.741
H 0.432 -7.157 -2.620
H 0.271 -8.376 -1.343
H -0.855 -7.018 -1.431
H 2.136 -6.831 -0.821
H 0.859 -6.627 0.373
H -1.188 -2.353 0.321
H -1.817 -2.631 -1.327
H -0.669 -1.315 -1.018
C 5.406 0.426 8.187
C 4.429 -0.202 7.215
O 4.885 -0.104 5.858
C 5.856 -0.948 5.514
O 6.360 -1.780 6.220
O 6.173 -0.708 4.240
C 7.261 -1.495 3.749
H 5.612 1.459 7.903
H 4.995 0.413 9.197
H 6.353 -0.110 8.194
H 3.483 0.336 7.240
H 4.227 -1.244 7.465
H 7.077 -2.556 3.903
H 8.189 -1.199 4.237
H 7.333 -1.292 2.684
C -1.942 -13.575 -5.003
C -0.675 -12.778 -5.229
O -0.421 -11.858 -4.157
C 0.056 -12.400 -3.039
O 0.308 -13.562 -2.861
O 0.206 -11.424 -2.140
C 0.637 -11.876 -0.855
H -2.787 -12.906 -4.838
H -2.153 -14.202 -5.870
H -1.852 -14.217 -4.129
H -0.777 -12.160 -6.119
H 0.189 -13.427 -5.373
H 1.545 -12.469 -0.932
H -0.151 -12.455 -0.375
H 0.837 -10.985 -0.265
C -0.887 8.191 -1.707
C 0.447 8.671 -2.236
O 0.510 8.623 -3.670
C -0.147 9.591 -4.305
O -0.750 10.498 -3.794
O -0.014 9.387 -5.617
C -0.732 10.317 -6.429
H -1.110 7.193 -2.086
H -0.874 8.167 -0.623
H -1.694 8.851 -2.024
H 1.242 8.012 -1.891
H 0.679 9.678 -1.888
H -0.472 11.342 -6.173
H -1.805 10.165 -6.318
H -0.444 10.118 -7.457

---

[10]
44
Properties=species:S:1:pos:R:3 method="wB97M-V/def2-TZVPD" charge=+2 homo_energy_ev=-13.287 spin_multiplicity=1 e_lumo_ev=-8.7378
C -5.789 -3.830 -2.730
C -4.641 -2.920 -2.684
H -6.183 -4.042 -3.759
H -6.619 -3.419 -2.109
H -5.535 -4.800 -2.244
O -3.965 -2.308 -3.447
I -4.221 -2.604 0.216
Bi -1.927 -1.214 -0.602
P -2.921 1.335 -0.481
C -2.296 2.840 -1.308
C -4.709 1.241 -0.844
H -2.893 0.887 1.918
H -3.596 2.500 1.529
H -1.819 2.242 1.508
C -2.797 1.783 1.289
H -5.161 0.371 -0.348
H -5.213 2.157 -0.505
H -2.886 3.715 -1.000
H -2.370 2.737 -2.395
H -4.863 1.131 -1.926
H -1.246 3.033 -1.051
C -0.481 0.494 -2.652
O 0.032 1.254 -3.338
Cl -1.085 -1.276 1.769
N 9.046 -1.595 2.540
C 7.956 -1.217 2.351
C 6.620 -0.806 2.049
C 5.765 -1.775 1.504
C 4.453 -1.424 1.096
C 4.012 -0.090 1.225
C 4.857 0.862 1.809
C 6.163 0.512 2.212
N 2.730 0.294 0.793
C 2.165 1.574 0.873
C 0.906 1.482 0.330
N 0.703 0.178 -0.097
C 1.789 -0.515 0.213
H 6.116 -2.797 1.376
H 3.789 -2.200 0.690
H 4.521 1.880 1.957
H 6.824 1.254 2.627
H 2.664 2.401 1.329
H 0.166 2.249 0.239
H 1.940 -1.575 0.079

---

[11]
11
Properties=species:S:1:pos:R:3 method="wB97M-V/def2-TZVPD" charge=0 homo_energy_ev=-8.031 spin_multiplicity=1 e_lumo_ev=-0.0828
C -1.831 -1.591 0.256
C -1.815 0.000 0.205
C -3.164 -0.172 -0.072
C 0.342 0.822 -0.062
N -3.073 -1.693 -0.040
O -0.942 0.944 0.579
Cl -4.554 0.675 -0.078
H -0.984 -2.199 0.516
H 0.353 0.549 -1.181
H 0.801 -0.115 0.297
H 0.745 1.819 0.221